Record 1
C42H51BBr2Cl2CrN7O2S3 | wB97M-V/def2-TZVPD

Last column: Löwdin spin population.
Element x y z (Å)
Cr: -2.84487 0.20967 -1.40716  2.8821
C: -1.13100 -4.56620 -0.09973  0.0013
C: -0.48075 -3.24044 0.12642  0.0015
C: 0.44928 -3.00515 1.09272  -0.0033
C: 1.01239 -1.70979 1.28879  0.0087
N: 0.70031 -0.71419 0.50598  -0.0068
N: -0.17462 -0.96304 -0.47710  0.0221
B: -0.40859 0.09919 -1.50489  0.0527
N: 0.02099 1.51937 -1.16605  0.0183
N: 1.36532 1.55547 -1.22221  0.0054
C: 1.96467 2.68124 -0.96745  0.0031
C: 1.21220 3.84808 -0.66049  0.0009
C: -0.14598 3.82277 -0.62617  0.0001
C: -0.97666 5.02383 -0.31301  -0.0011
C: -0.77125 2.56858 -0.90938  0.0046
S: -2.48052 2.46144 -0.91634  -0.0195
C: 3.47992 2.71358 -1.00135  0.0003
C: 3.98025 3.10639 0.39770  0.0000
C: 3.93016 3.76294 -2.02781  0.0002
C: 4.04372 1.34736 -1.38660  0.0000
N: 0.02778 -0.34654 -2.90041  0.0095
N: 1.18239 -1.02331 -2.93741  -0.0003
C: 1.62391 -1.39598 -4.10914  0.0027
C: 0.90397 -1.07587 -5.29337  -0.0015
C: -0.28930 -0.41817 -5.24327  -0.0005
C: -1.11699 -0.09820 -6.44454  -0.0017
C: -0.74450 -0.07689 -3.94365  0.0000
S: -2.27570 0.65042 -3.63930  -0.0204
C: 2.92888 -2.16600 -4.16672  0.0003
C: 2.68749 -3.49155 -4.90399  0.0003
C: 3.45455 -2.45463 -2.76175  0.0000
C: 3.95190 -1.31770 -4.93708  0.0000
C: -0.84675 -2.11260 -0.65208  0.0078
S: -2.14264 -2.08817 -1.77319  0.0718
C: 2.00556 -1.47070 2.40760  0.0011
C: 1.32258 -1.83034 3.73786  0.0010
C: 2.46030 -0.01404 2.42785  0.0000
C: 3.22401 -2.37769 2.17718  0.0005
H: -0.82562 -5.27989 0.66171  0.0001
H: -2.21799 -4.47390 -0.08282  0.0010
H: -0.85748 -4.96423 -1.07875  0.0002
H: 0.75278 -3.81032 1.74906  -0.0002
H: 1.73341 4.77419 -0.45716  -0.0002
H: -0.34337 5.87876 -0.08870  -0.0001
H: -1.62189 5.27462 -1.15694  -0.0002
H: -1.62455 4.83108 0.54379  -0.0004
H: 3.60867 4.08565 0.70366  0.0000
H: 3.67368 2.37528 1.14755  0.0000
H: 5.06916 3.15554 0.39216  0.0000
H: 3.64509 4.77577 -1.74019  0.0000
H: 5.01726 3.74308 -2.10746  0.0000
H: 3.51650 3.55434 -3.01623  0.0000
H: 3.64676 0.55434 -0.75197  0.0000
H: 3.80016 1.10093 -2.42201  0.0000
H: 5.12894 1.36574 -1.28656  0.0000
H: 1.30316 -1.38271 -6.25125  -0.0002
H: -0.60155 -0.38640 -7.35732  -0.0001
H: -2.07099 -0.62754 -6.39844  -0.0003
H: -1.34118 0.96862 -6.48903  -0.0006
H: 1.92245 -4.08870 -4.40412  0.0000
H: 2.38600 -3.34300 -5.94157  0.0000
H: 3.61132 -4.06981 -4.91499  0.0000
H: 2.76018 -3.08184 -2.19938  0.0000
H: 4.40387 -2.98399 -2.84091  0.0000
H: 3.61506 -1.53673 -2.19603  0.0000
H: 3.63132 -1.11774 -5.96084  0.0000
H: 4.12742 -0.36284 -4.43827  0.0000
H: 4.90075 -1.85163 -4.98835  0.0000
H: 0.35663 -1.33231 3.84007  0.0000
H: 1.16855 -2.90560 3.84320  0.0000
H: 1.95286 -1.50807 4.56727  0.0002
H: 1.61818 0.67151 2.51878  0.0000
H: 3.12600 0.14044 3.27732  0.0000
H: 3.00217 0.23512 1.51405  0.0000
H: 2.95628 -3.43512 2.15101  0.0000
H: 3.72904 -2.12589 1.24262  0.0000
H: 3.93404 -2.24172 2.99324  0.0001
Br: -5.24249 1.40516 -2.40750  -0.0003
C: -6.35502 -0.18701 -2.50783  0.0009
Br: -5.49407 -1.61755 -3.44051  0.0048
H: -7.24535 0.10473 -3.05001  -0.0003
H: -6.55507 -0.49165 -1.48995  -0.0001
Cl: -2.09390 -1.24137 6.07625  0.0000
C: -1.13934 0.13305 5.64064  0.0000
C: -0.17822 0.58657 6.52840  0.0000
C: 0.65978 1.62967 6.16846  0.0000
C: 0.53441 2.21717 4.91994  0.0000
C: -0.45261 1.76938 4.06186  0.0000
Cl: -0.60716 2.52293 2.49572  0.0004
C: -1.32494 0.72886 4.38837  -0.0001
N: -2.28420 0.26713 3.48415  -0.0005
C: -3.66433 0.33365 3.75585  0.0002
C: -4.15299 1.14106 4.78196  0.0000
C: -5.50780 1.20420 5.05075  0.0001
C: -6.40899 0.47384 4.28893  0.0000
C: -5.92926 -0.32542 3.26732  0.0002
C: -4.56706 -0.41580 2.99540  0.0013
C: -4.10269 -1.38120 1.92162  0.0005
C: -3.63385 -0.69226 0.68601  0.0153
O: -4.32747 -0.64040 -0.38149  -0.0344
O: -2.49982 -0.12152 0.60134  -0.0282
H: -0.08326 0.10294 7.49049  0.0000
H: 1.41214 1.98252 6.85972  0.0000
H: 1.18060 3.02871 4.61582  0.0000
H: -2.02629 0.35052 2.51303  -0.0002
H: -3.45913 1.72787 5.36985  0.0000
H: -5.86079 1.83383 5.85643  0.0000
H: -7.46892 0.51683 4.49594  0.0000
H: -6.62125 -0.91750 2.67976  0.0000
H: -4.92680 -2.03323 1.63891  -0.0005
H: -3.26924 -1.98389 2.29769  0.0000

Output
⟨S²⟩   3.853
Multiplicity   4
Max |F|   1.870 eV/A
Total charge   +2
Energy above the lowest of the compared OMol25 structures with the same formula, charge and spin   0.528 eV
Energy   -285632.2159 eV
HOMO (spin up / spin down)   -0.4422 / -0.4422 hartree

Record 2
BBeH20O8 | wB97M-V/def2-TZVPD

Last column: Mulliken charge in e.
Element x y z (Å)
Be: -0.28335 -0.96893 -1.98356  0.7769
B: -0.13906 0.17767 0.12315  0.7200
H: -0.19455 1.27824 -0.24705  -0.1578
H: -1.13891 -0.36261 -0.26434  -0.0274
H: 0.83548 -0.31971 -0.33824  0.0209
H: 0.00441 0.19779 1.26814  -0.2389
O: 1.73577 -2.14997 -1.15392  -0.5205
H: 2.14652 -2.69461 -1.83763  0.3100
H: 2.02496 -2.54013 -0.31882  0.2967
O: -3.48485 0.31901 0.71000  -0.6728
H: -3.81728 0.96062 1.34522  0.3139
H: -2.62996 0.04897 1.06362  0.3000
O: -1.32979 -2.08120 1.71600  -0.6347
H: -0.76326 -1.40329 1.32100  0.3598
H: -1.39621 -1.83897 2.64581  0.3587
O: -0.60837 3.67976 0.08232  -0.7000
H: -0.44430 2.75922 -0.14207  -0.1292
H: -1.45881 3.88218 -0.31856  0.2927
O: 1.82238 0.03773 2.76169  -0.6391
H: 2.55506 -0.31124 2.24660  0.2613
H: 1.04605 -0.05600 2.18975  0.4535
O: -2.64805 -1.68478 -1.01081  -0.5454
H: -3.22038 -0.92870 -0.79141  0.3669
H: -3.16650 -2.46302 -0.77601  0.2989
O: 1.65576 0.40643 -2.61030  -0.4829
H: 2.03398 1.15360 -2.11521  0.3313
H: 2.26210 0.26284 -3.34533  0.2870
O: 2.87807 1.80624 -0.36344  -0.6620
H: 2.11483 1.31661 -0.04820  0.3475
H: 3.60822 1.51625 0.19160  0.3144

Output
Multiplicity   1
Max |F|   4.885 eV/A
Total charge   +1
Energy   -17771.0666 eV
HOMO   -0.4980 hartree

Record 3
C36H30HfN2O2P | wB97M-V/def2-TZVPD

Last column: Mulliken charge in e.
Element x y z (Å)
Hf: 0.19742 0.80584 1.38209  1.2882
N: 1.59739 1.33431 3.30295  -0.6708
C: 0.77527 2.37539 4.00615  -0.6393
C: 0.13506 3.24105 2.93680  0.4758
O: 0.29248 4.42115 2.89560  -0.5556
O: -0.56839 2.49265 2.04710  -0.7277
H: 1.94137 0.67390 3.98181  0.2616
H: 2.41509 1.78893 2.91214  0.3215
H: 1.33222 3.01936 4.67222  0.3983
H: -0.01578 1.87273 4.55786  0.3404
C: -2.92830 2.18452 -4.79403  -0.5165
C: -2.69278 0.81920 -4.64931  -0.7812
C: -2.22473 0.31304 -3.44524  -0.1163
C: -1.99945 1.17981 -2.37870  0.0735
C: -2.23149 2.54677 -2.52418  -0.4407
C: -2.69808 3.04908 -3.73338  -0.8004
P: -1.45670 0.56660 -0.76970  1.5520
C: -0.47252 -0.92715 -1.22833  0.8607
C: 0.60639 -0.75115 -2.10078  -0.4387
C: 1.30410 -1.84703 -2.58433  -0.6790
C: 0.95489 -3.13162 -2.17639  -0.7326
C: -0.09588 -3.31519 -1.28635  -0.7210
C: -0.81316 -2.21774 -0.81758  -0.4406
C: -2.91540 -0.17717 0.04096  0.3544
C: -4.13656 -0.27470 -0.56645  -0.3997
C: -5.24050 -0.84098 0.11693  -1.0097
C: -5.09412 -1.28701 1.39511  -0.8319
C: -3.84186 -1.18548 2.05671  1.2223
C: -3.67940 -1.62550 3.39650  -0.7409
C: -2.48203 -1.49456 4.03370  -1.1779
C: -1.38208 -0.91504 3.35537  0.2474
C: -1.46284 -0.49606 2.04162  -0.0181
C: -2.73343 -0.62297 1.38310  -0.7303
H: -3.29367 2.57224 -5.73976  0.4093
H: -2.87008 0.14485 -5.48068  0.4179
H: -2.04205 -0.74974 -3.33911  0.4683
H: -2.05070 3.21994 -1.69169  0.4356
H: -2.87488 4.11285 -3.84681  0.4251
H: 0.87663 0.24810 -2.43183  0.3944
H: 2.12622 -1.70007 -3.27748  0.4562
H: 1.50163 -3.99001 -2.55597  0.4283
H: -0.37902 -4.31574 -0.97459  0.4681
H: -1.66005 -2.37347 -0.16039  0.4176
H: -4.27467 0.08039 -1.57961  0.4605
H: -6.20050 -0.90980 -0.38299  0.4185
H: -5.93791 -1.71401 1.93131  0.4175
H: -4.53224 -2.06033 3.91179  0.3943
H: -2.37038 -1.82584 5.06123  0.4377
H: -0.44541 -0.83349 3.91293  0.3454
N: 1.52679 -1.19740 1.62136  -0.4411
C: 2.66140 -1.54773 0.74714  0.3072
C: 3.02554 -2.88927 0.75748  -0.3994
C: 4.05789 -3.36226 -0.02890  -0.6860
C: 4.72269 -2.46859 -0.85785  -0.9275
C: 4.36000 -1.13313 -0.85638  -1.3628
C: 3.34041 -0.61695 -0.03791  0.5750
C: 3.07106 0.86181 -0.10917  0.1869
C: 4.15726 1.69548 -0.39272  -0.7313
C: 3.97641 3.04028 -0.68007  -0.8370
C: 2.70209 3.58774 -0.66504  -0.9208
C: 1.63548 2.80074 -0.26016  -1.1681
C: 1.78507 1.42529 0.02971  1.6552
H: 1.81865 -1.36743 2.57178  0.4033
H: 0.80665 -1.88882 1.44559  0.5017
H: 2.47973 -3.57567 1.40285  0.4409
H: 4.32847 -4.41187 -0.00343  0.4209
H: 5.51704 -2.81101 -1.51280  0.4323
H: 4.86550 -0.45806 -1.53544  0.5621
H: 5.16416 1.28876 -0.39493  0.6323
H: 4.83329 3.65898 -0.92280  0.4021
H: 2.54539 4.62752 -0.93086  0.4483
H: 0.65991 3.26076 -0.20374  0.4839

Output
Multiplicity   1
Max |F|   1.520 eV/A
Total charge   +1
Energy above the lowest of the compared OMol25 structures with the same formula, charge and spin   0.222 eV
Energy   -55487.1966 eV
HOMO   -0.3993 hartree

Record 4
C2HAlLiO2 | wB97M-V/def2-TZVPD

Last column: Mulliken charge in e.
Element x y z (Å)
O: -1.80533 -0.17028 0.71244  -0.4929
C: -1.12342 0.75391 0.16354  0.5194
C: 0.12428 0.57194 -0.40690  -0.2748
H: 0.08053 0.06642 -1.38271  0.3769
Li: -0.68504 -1.74004 0.81092  0.9166
Al: 0.99778 0.21646 2.12028  0.4596
O: 1.29266 -0.54890 0.31558  -0.5050

Output
Multiplicity   1
Max |F|   5.503 eV/A
Total charge   +1
Energy   -12975.8981 eV
HOMO (spin up / spin down)   -0.5078 / -0.5069 hartree